The following is a DFT calculation (ωB97M-V with the def2-TZVPD basis set) of a single C6H15NO3S molecule.

**Relative energy (zero: lowest compared OMol25 entry of this formula, charge and spin)**: 45.11 kcal per mole
**Energy**: -916.2035 a.u.
**SMILES string**: C[C@H]([C@@H](C)S(=O)(=O)O)N(C)C
**Strongest force on any atom**: 4.95 eV Å⁻¹
**E_HOMO**: -9.085 eV
**Orbital gap**: 9.70 eV

Each line ends with the Mulliken charge.
Cartesian coordinates (Å):
C1 -1.4423 -1.4636 -0.0833  -1.471
C2 -0.3394 -0.4266 -0.3391  -0.335
C3 0.9397 -0.8084 0.4257  -0.065
C4 1.2871 -2.2108 0.1605  -1.414
S1 2.4057 0.3009 -0.3100  1.209
O1 3.6422 -0.1879 0.1539  -0.613
O2 2.1964 0.4339 -1.7086  -0.594
O3 2.0299 1.7289 0.3592  -0.535
N1 -0.7122 0.9197 0.0012  0.223
C5 -1.0511 1.9278 -1.0065  -0.963
C6 -1.5766 1.1096 1.1331  -1.319
H1 -1.5702 -1.6248 1.0016  0.261
H2 -2.3067 -0.9646 -0.4274  0.459
H3 -1.0937 -2.3375 -0.6531  0.510
H4 0.0134 -0.3655 -1.3955  0.472
H5 0.8594 -0.4637 1.4459  0.493
H6 2.3162 -2.2228 -0.1720  0.460
H7 1.2107 -2.8056 1.0266  0.284
H8 0.6119 -2.5155 -0.5528  0.358
H9 1.1225 1.6867 0.3649  0.487
H10 -2.0357 2.1291 -1.3591  0.346
H11 -0.6759 2.8918 -0.6313  0.302
H12 -0.4330 1.5302 -1.7897  0.317
H13 -1.3409 2.1355 1.5777  0.337
H14 -2.6296 1.1668 0.8576  0.342
H15 -1.4279 0.4362 1.9205  0.453

Cartesian forces (eV/Å) of the 3 atoms listed first:
C 1.6707 0.3468 0.0342
C 0.8976 0.3873 -0.2933
C 0.6370 2.7029 -1.0292